Entry 1:
One molecule with the formula C7H6O. Source: the Open Molecules 2025 dataset; level of theory: ωB97M-V/def2-TZVPD.

Element x y z (Å)
O (-2.947, 0.633, -2.221)
C (-2.193, 0.433, -1.363)
C (-1.007, 1.174, -0.807)
C (-0.726, 0.258, 0.333)
C (0.601, -0.663, 0.161)
C (-0.032, -2.119, 0.362)
C (-1.298, -1.882, 0.059)
C (-1.912, -0.694, 0.116)
H (-0.294, 1.416, -1.670)
H (-1.114, 2.294, -0.635)
H (-0.670, 0.732, 1.424)
H (1.392, -0.454, 0.823)
H (1.115, -0.671, -0.802)
H (0.596, -2.921, 0.634)

Cartesian forces, eV/Å:
-0.82 -0.25 -0.94
0.32 -1.09 3.13
0.89 2.97 -1.91
2.53 0.40 3.29
-1.75 -1.39 -0.58
0.77 2.77 -0.75
-1.17 -0.96 0.55
0.18 1.20 -3.37
-0.11 -1.52 1.07
-0.98 -1.30 0.59
-0.11 -0.57 -2.42
0.77 0.17 1.36
-0.51 0.60 -0.45
-0.01 -1.03 0.42

Output
- Structure (SMILES): O=C1C[C@@H]2CC=C=C12
- E_HOMO (spin up / spin down): -7.995 / -8.283 eV
- Kohn-Sham gap (spin up / spin down): 7.63 / 7.47 eV
- Energy above the lowest of the compared OMol25 structures with the same formula, charge and spin: 525.0 kJ/mol

natural (NBO) atomic charge list, values in e, 2 entries:
1 O -0.4819
2 C 0.6687

---

Entry 2:
A 2-piece molecular cluster, C7H6O3P overall. Source: the Open Molecules 2025 dataset; level of theory: ωB97M-V/def2-TZVPD.

Element x y z (Å)
C (-2.101, -0.333, -0.042)
C (-1.479, 0.568, -0.850)
C (-1.454, -1.104, 0.857)
C (-0.167, 0.954, -0.639)
C (-0.064, -0.779, 1.040)
C (0.514, 0.271, 0.379)
C (0.239, -2.331, -1.015)
O (3.738, 2.263, 0.823)
O (0.572, -3.381, -0.705)
O (1.783, 0.539, 0.708)
P (2.778, 1.777, -0.205)
H (-3.022, -0.572, -0.503)
H (-2.235, 1.175, -1.450)
H (-1.800, -1.892, 1.462)
H (0.458, 1.583, -1.328)
H (0.642, -1.333, 1.650)
H (1.597, 2.595, -0.181)

Cartesian forces, eV/Å:
-1.37 -1.07 -1.13
-0.28 3.07 -0.63
3.94 0.87 1.07
0.66 0.03 -1.17
-2.08 -0.80 0.73
1.75 0.87 -0.35
0.50 -1.65 -0.33
0.64 0.48 0.69
-0.40 1.31 -0.25
-0.05 0.16 -0.49
-0.59 -1.17 -0.51
-1.57 -0.53 0.68
1.61 -0.88 0.04
-0.97 -0.88 0.26
-1.27 -0.47 0.82
-0.44 -0.12 0.33
-0.09 0.78 0.23

Output
- Total charge: -1
- E_HOMO: -3.266 eV
- Kohn-Sham gap: 6.72 eV
- Energy above the lowest of the compared OMol25 structures with the same formula, charge and spin: 209.0 kJ/mol

natural (NBO) atomic charge list, values in e, 2 entries:
1 C -0.2983
2 C -0.1954

---

Entry 3:
One molecule with the formula C7H6O5P2. Source: the Open Molecules 2025 dataset; level of theory: ωB97M-V/def2-TZVPD.

Element x y z (Å)
C (2.740, 0.224, -1.059)
C (2.646, 0.584, 0.276)
C (1.664, -0.365, -1.703)
C (1.477, 0.355, 0.977)
C (0.488, -0.597, -1.015)
C (0.399, -0.247, 0.330)
C (-0.859, -0.459, 1.058)
O (-3.271, 2.515, -0.593)
O (-3.568, -1.839, -1.128)
O (-0.784, -0.449, 2.368)
O (-1.608, 1.298, 0.795)
O (-1.744, -1.252, 0.496)
P (-2.471, 1.304, -0.477)
P (-3.359, -0.928, -0.034)
H (3.656, 0.407, -1.600)
H (3.485, 1.050, 0.770)
H (1.743, -0.640, -2.743)
H (1.379, 0.639, 2.012)
H (-0.353, -1.061, -1.510)
H (-1.661, -0.539, 2.780)

Cartesian forces, eV/Å:
0.02 0.01 -0.02
0.06 0.04 0.06
0.02 0.04 -0.05
-0.22 -0.13 -0.11
-0.07 -0.09 0.23
0.46 0.06 -0.02
-0.27 0.71 -0.21
-0.62 0.53 -0.77
-0.24 -0.93 -1.22
-0.04 0.06 0.37
0.41 -1.16 -0.06
-0.11 -0.25 0.05
0.46 0.98 0.79
-0.17 0.19 1.24
0.07 0.01 -0.04
0.06 0.03 0.05
-0.01 -0.03 -0.10
0.04 0.05 0.10
-0.07 -0.06 -0.03
0.22 -0.05 -0.25

Output
- E_HOMO: -9.457 eV
- Kohn-Sham gap: 8.06 eV
- Energy above the lowest of the compared OMol25 structures with the same formula, charge and spin: 16.3 kJ/mol

natural (NBO) atomic charge list, values in e, 2 entries:
1 C -0.1807
2 C -0.2070

---

no.,F_max (hartree/bohr),DFT total energy (Eh)
1,0.081,-345.32524
2,0.081,-837.44107
3,0.030,-1329.30164